ORCA calculation (ωB97M-V/def2-TZVPD) on a structure of composition C3H11NP2 in a non-equilibrium geometry.

The multiplicity is 1. Its total charge is 0. As for the energy above the lowest of the compared OMol25 structures with the same formula, charge and spin: 32.2 kcal/mol. The LUMO energy comes out at 0.0349 Eh.

Last column: natural (NBO) charge in e.
Positions of all 17 atoms, in Å:
C: 1.952246 -0.905688 0.420247  -0.444
C: -2.330048 -0.978616 0.506287  -0.933
C: -1.149680 1.309484 -0.612460  -0.944
N: 0.613660 -0.590268 0.839013  -0.929
P: 0.272979 1.203088 0.868872  0.685
P: -0.773438 -0.666518 -0.502355  0.872
H: 1.871172 -2.002588 0.248836  0.212
H: 2.253241 -0.154845 -0.381334  0.188
H: 2.514586 -0.873775 1.316206  0.205
H: -2.539311 -0.382380 1.374648  0.224
H: -2.472347 -1.994128 0.802020  0.232
H: -3.111694 -0.712470 -0.136142  0.226
H: -0.982976 1.630065 -1.674896  0.233
H: -2.131634 1.399452 -0.217813  0.216
H: 1.254514 0.809009 -2.599969  -0.020
H: -0.950879 1.090040 1.669331  -0.042
H: 1.692130 0.291283 -3.090880  0.020

Forces on the atoms, in the same order (eV/Å):
C -1.023 -0.291 -1.155
C 1.428 -0.161 0.269
C 3.203 -2.857 -0.028
N -4.405 2.939 -1.216
P -1.834 -0.202 0.008
P -0.067 0.311 1.075
H 0.746 0.747 -1.078
H 0.561 -1.714 0.688
H 1.204 0.587 0.683
H 0.578 0.538 0.594
H 0.143 -0.862 0.034
H -1.241 0.182 -1.426
H 0.030 0.042 1.336
H -0.595 0.514 0.200
H 1.364 -1.585 -1.538
H 1.270 0.203 0.022
H -1.361 1.610 1.531

***

ORCA calculation (ωB97M-V/def2-TZVPD) on a structure of composition C55H68CsN2O2SbTe in a non-equilibrium geometry.

The multiplicity is 1. Its total charge is -2. The LUMO energy comes out at 0.1271 Eh.

Last column: Löwdin charge in e.
Positions of all 130 atoms, in Å:
Cs: -0.423543 -1.962035 -0.147770  1.170
C: -0.099043 -4.755235 2.404330  -0.249
C: 0.833557 -4.612435 1.373630  -0.282
C: 0.178357 -4.841335 0.160630  -0.396
C: -1.161543 -5.120835 0.444430  -0.274
C: -1.328943 -5.079535 1.827830  -0.222
H: 0.112157 -4.716635 3.466630  0.063
H: 1.895057 -4.422735 1.504530  0.060
H: 0.633657 -4.861035 -0.827070  0.061
H: -1.925943 -5.374935 -0.284770  0.073
H: -2.239843 -5.309835 2.367130  0.078
C: 2.058957 -2.200535 5.090530  -0.134
N: 1.943957 -1.127535 4.127830  -0.392
C: 2.927057 -1.254435 3.072330  -0.113
C: 1.927057 0.174665 4.772430  -0.183
C: 0.560457 0.816765 4.917730  -0.257
C: 0.465957 1.863365 5.826030  -0.090
C: -0.679143 2.638165 5.897030  -0.102
C: -1.646243 2.477465 4.923530  -0.039
C: -1.563243 1.450965 3.994030  -0.212
C: -0.527643 0.508165 4.093130  -0.360
H: 3.016857 -2.184835 5.638430  0.082
H: 1.965857 -3.147435 4.564630  0.072
H: 1.238257 -2.125035 5.802330  0.078
H: 3.962357 -1.093135 3.422130  0.087
H: 2.699357 -0.546835 2.274330  0.080
H: 2.845257 -2.260135 2.661930  0.071
H: 2.514357 0.874265 4.165230  0.127
H: 2.413057 0.130965 5.762330  0.115
H: 1.302557 2.079365 6.481830  0.094
H: -0.783743 3.392765 6.668030  0.086
H: -2.481643 3.163765 4.863230  0.108
H: -2.511743 0.539265 2.306830  0.057
C: -5.262743 2.817965 -3.326570  -0.073
C: -4.143643 2.174565 -2.545970  -0.279
C: -2.828543 2.550365 -2.744270  -0.010
C: -1.770843 1.974965 -2.038170  -0.070
C: -0.417143 2.446165 -2.210870  -0.293
O: 0.602857 1.817965 -1.871970  0.005
C: -0.212743 3.757165 -2.889770  -0.128
C: -0.990543 4.899865 -2.671670  -0.037
C: -0.733743 6.064565 -3.365870  -0.091
C: 0.312957 6.136265 -4.277970  -0.109
C: 1.127157 5.026465 -4.457470  -0.099
C: 0.874557 3.864265 -3.764170  -0.017
C: -2.018243 0.853565 -1.146770  -0.330
O: -1.089143 0.175465 -0.669370  -0.487
C: -3.414443 0.553965 -0.871970  -0.056
C: -4.415043 1.204965 -1.589970  0.027
C: -3.790943 -0.432335 0.112030  -0.214
N: -2.937343 -1.090235 0.815530  -0.054
C: -3.333343 -2.066635 1.787430  -0.345
C: -2.795543 -1.737835 3.169330  -0.439
Te: -0.650743 -1.417035 3.179030  1.387
C: -2.421243 1.550265 2.735330  -0.315
C: -1.586243 2.360665 1.786430  -0.086
C: -2.000943 3.528265 1.245330  -0.171
C: -3.267243 4.067665 1.522830  -0.206
C: -4.118243 3.359365 2.378230  -0.211
C: -3.755043 2.185865 2.962730  -0.161
C: -5.259043 -0.628435 0.333030  -0.199
C: -5.950043 0.262065 1.149030  -0.012
C: -7.265943 0.019165 1.496630  -0.079
C: -7.913143 -1.112935 1.026830  -0.116
C: -7.243943 -1.984635 0.184630  -0.103
C: -5.924443 -1.745935 -0.159670  -0.041
H: -4.861143 3.524965 -4.052370  0.063
H: -5.939543 3.363365 -2.664470  0.071
H: -5.856043 2.072965 -3.863470  0.066
H: -2.614643 3.296565 -3.500370  0.107
H: -1.790443 4.864465 -1.946270  0.117
H: -1.351943 6.937565 -3.198670  0.097
H: 0.494257 7.047465 -4.834470  0.089
H: 1.962157 5.078165 -5.145270  0.093
H: 1.502757 2.996765 -3.897470  0.095
H: -5.449843 0.938865 -1.408370  0.118
H: -2.891143 -3.022835 1.480130  0.077
H: -4.427043 -2.206035 1.869030  0.112
H: -2.982043 -2.599035 3.816930  0.040
H: -3.314643 -0.879535 3.590930  0.050
H: -0.628343 1.936565 1.520430  0.096
H: -1.340943 4.055565 0.564430  0.082
H: -3.589943 4.989765 1.058230  0.036
H: -5.109843 3.764965 2.572830  0.081
H: -4.439743 1.660165 3.623830  0.083
H: -5.427843 1.132665 1.519230  0.095
H: -7.785643 0.704265 2.154730  0.098
H: -8.933343 -1.320935 1.325830  0.088
H: -7.748143 -2.868035 -0.188170  0.092
H: -5.395143 -2.439735 -0.800570  0.121
C: 1.985657 0.176465 -3.938670  -0.141
C: 2.722657 -1.134635 -3.737770  -0.689
C: 1.755857 -2.285935 -3.974570  -0.133
C: 3.858657 -1.227635 -4.749070  -0.114
Sb: 3.238657 -1.208035 -1.514670  1.594
C: 4.635557 0.590565 -1.235770  -0.695
C: 5.632257 0.334765 -0.111570  -0.137
C: 5.400557 1.014365 -2.479570  -0.129
C: 3.686757 1.694965 -0.793770  -0.142
C: 4.647457 -3.036235 -1.385370  -0.693
C: 5.653257 -3.182135 -2.516470  -0.124
C: 5.396357 -2.999235 -0.059870  -0.137
C: 3.714257 -4.237835 -1.358570  -0.139
H: 1.512857 0.204865 -4.923870  0.091
H: 2.670257 1.018765 -3.870170  0.056
H: 1.213857 0.320565 -3.186770  0.055
H: 1.341157 -2.224435 -4.984670  0.083
H: 0.928057 -2.243835 -3.266870  0.060
H: 2.256257 -3.249735 -3.877970  0.058
H: 3.454757 -1.072435 -5.754070  0.080
H: 4.333657 -2.204735 -4.735470  0.050
H: 4.615157 -0.468435 -4.576970  0.052
H: 6.440557 -0.317135 -0.438370  0.059
H: 5.141657 -0.110935 0.752530  0.062
H: 6.077057 1.281765 0.206030  0.081
H: 6.017057 0.200565 -2.863270  0.060
H: 6.064557 1.849865 -2.238670  0.079
H: 4.719257 1.349665 -3.256570  0.057
H: 3.268657 1.460465 0.183830  0.076
H: 2.849857 1.822365 -1.474570  0.042
H: 4.218857 2.645465 -0.716370  0.085
H: 6.190457 -2.251635 -2.693970  0.064
H: 5.156557 -3.482635 -3.434770  0.054
H: 6.386857 -3.955135 -2.270070  0.077
H: 6.238657 -2.315535 -0.102070  0.052
H: 5.788857 -3.992435 0.172530  0.081
H: 4.738057 -2.699235 0.753630  0.061
H: 3.110157 -4.299335 -2.261270  0.055
H: 3.041157 -4.180135 -0.506470  0.051
H: 4.286857 -5.164335 -1.273470  0.086

Forces on the atoms, in the same order (eV/Å):
Cs 1.423 -2.735 -0.066
C 0.113 -0.124 0.591
C 0.801 -0.105 0.004
C 0.406 -0.942 -0.490
C -0.355 -0.398 -0.748
C -0.518 -0.014 0.494
H -0.040 0.140 -0.056
H -0.038 0.062 -0.014
H -0.040 0.095 0.094
H 0.040 0.061 0.051
H -0.031 0.088 -0.001
C -0.210 -0.015 -0.100
N 0.624 0.248 0.308
C -0.141 0.001 0.015
C -0.025 0.120 -0.014
C 0.025 -0.230 0.049
C 0.038 0.037 0.116
C 0.038 0.034 -0.037
C -0.035 0.053 0.342
C 0.212 -0.205 -0.074
C -0.096 0.197 0.239
H 0.028 0.064 -0.030
H -0.054 -0.179 0.032
H -0.030 -0.044 0.061
H 0.001 -0.001 -0.018
H 0.066 0.063 -0.034
H 0.067 -0.061 -0.141
H 0.047 -0.100 0.016
H 0.033 0.003 -0.139
H 0.081 -0.065 0.054
H 0.034 0.097 -0.045
H -0.087 -0.012 -0.140
H 0.053 0.158 0.282
C 0.064 -0.091 0.129
C 0.128 0.412 -0.513
C -0.374 -0.118 0.042
C -0.084 -0.388 0.164
C 0.790 -1.008 0.403
O -0.856 0.950 -0.292
C 0.527 0.926 -0.349
C 0.101 -0.536 0.162
C 0.138 0.417 -0.222
C -0.104 -0.098 0.128
C 0.085 0.391 -0.233
C -0.354 -0.380 0.243
C -0.142 0.546 -0.271
O -0.927 2.929 -0.657
C -0.093 0.652 -0.760
C 0.517 -0.326 0.408
C 0.090 -0.784 0.884
N -0.753 0.512 -0.710
C -0.433 -0.276 0.204
C -0.063 0.028 0.102
Te -0.238 -0.061 0.941
C -0.019 -0.522 0.042
C 0.263 0.159 -0.400
C 0.142 -0.243 0.164
C -0.569 0.900 -0.324
C 0.039 0.137 -0.057
C -0.397 -0.299 0.143
C -0.316 -0.216 0.223
C 0.119 0.041 -0.108
C -0.146 -0.041 0.067
C -0.154 0.005 0.050
C -0.130 -0.163 -0.064
C 0.158 0.109 -0.097
H -0.028 0.032 -0.059
H -0.046 0.033 -0.007
H -0.038 0.030 -0.050
H -0.054 0.014 0.028
H -0.090 -0.021 0.050
H -0.036 0.009 0.052
H 0.016 0.025 0.021
H 0.029 -0.029 -0.027
H 0.056 -0.095 0.011
H -0.001 0.015 0.009
H -0.129 -0.010 -0.002
H 0.278 -0.055 -0.024
H 0.134 0.073 0.011
H 0.108 0.121 0.083
H 0.152 -0.037 -0.086
H 0.124 0.014 -0.081
H -0.056 0.076 -0.031
H -0.044 -0.026 0.058
H -0.103 0.027 0.033
H 0.107 0.143 0.117
H 0.014 0.049 0.008
H -0.041 0.009 -0.035
H 0.004 -0.024 -0.020
H 0.048 -0.054 -0.005
C -0.003 -0.062 0.292
C 0.299 -0.063 0.243
C 0.089 -0.023 0.243
C 0.021 -0.075 0.257
Sb 1.006 -0.124 -0.419
C -0.178 -0.413 -0.086
C -0.162 -0.245 -0.170
C -0.158 -0.205 0.050
C -0.123 -0.200 -0.084
C -0.267 0.438 -0.117
C -0.192 0.177 0.025
C -0.145 0.259 -0.073
C -0.150 0.249 -0.020
H -0.009 -0.053 -0.182
H 0.033 0.182 0.011
H -0.085 0.070 -0.016
H -0.046 0.039 -0.105
H -0.125 -0.107 0.002
H -0.070 -0.087 0.005
H -0.082 0.022 -0.114
H 0.087 -0.040 -0.042
H 0.133 0.060 -0.039
H 0.072 -0.055 0.051
H 0.059 -0.052 0.167
H 0.015 0.139 0.011
H 0.049 -0.001 -0.108
H 0.057 0.128 0.061
H 0.006 0.020 -0.191
H -0.136 0.058 0.112
H -0.159 0.132 -0.049
H 0.137 0.140 0.030
H 0.127 0.056 -0.098
H 0.038 -0.005 -0.145
H 0.082 -0.133 0.050
H 0.073 0.073 0.106
H 0.013 -0.153 0.004
H 0.002 0.005 0.215
H -0.095 -0.091 -0.070
H -0.167 -0.108 0.073
H 0.116 -0.127 0.021